--- A ---
Below is a molecular structure, C20H15Cl2N3OPdS, with properties calculated with the ωB97M-V functional and the def2-TZVPD basis.

The calculation puts the LUMO energy at -0.98 eV.

Each line ends with the natural charge from an NBO analysis.
Positions of all 43 atoms, in Å:
Pd1 0.535 -0.695 0.227  0.904
C1 0.243 1.738 3.638  -0.674
C2 0.314 0.624 2.649  0.199
N1 0.680 0.798 1.424  -0.177
N2 1.024 1.990 0.893  -0.436
C3 1.282 1.839 -0.403  0.589
O1 1.226 0.733 -1.038  -0.650
C4 1.659 3.053 -1.165  -0.064
C5 1.871 2.956 -2.537  -0.186
C6 2.225 4.081 -3.266  -0.216
C7 2.369 5.305 -2.627  -0.190
C8 2.157 5.404 -1.259  -0.220
C9 1.801 4.282 -0.528  -0.186
C10 -0.054 -0.755 2.960  0.173
C11 -0.506 -1.160 4.205  -0.224
C12 -0.852 -2.483 4.406  -0.142
C13 -0.753 -3.378 3.354  -0.247
C14 -0.310 -2.912 2.132  0.081
N3 0.042 -1.643 1.944  -0.419
H1 0.579 2.656 3.167  0.265
H2 0.877 1.527 4.502  0.229
H3 -0.780 1.878 3.993  0.235
H4 1.749 1.995 -3.017  0.238
H5 2.385 4.001 -4.333  0.216
H6 2.645 6.184 -3.196  0.213
H7 2.267 6.359 -0.761  0.214
H8 1.628 4.349 0.537  0.231
H9 -0.588 -0.433 5.002  0.232
H10 -1.205 -2.816 5.374  0.228
H11 -1.022 -4.418 3.469  0.235
H12 -0.241 -3.555 1.265  0.226
Cl1 0.771 -2.529 -1.260  0.049
C15 -0.799 -2.859 -2.009  -0.111
C16 -0.789 -3.949 -2.863  -0.224
C17 -1.951 -4.305 -3.516  -0.242
C18 -3.098 -3.557 -3.297  -0.212
C19 -3.079 -2.476 -2.438  -0.100
Cl2 -4.563 -1.608 -2.231  0.016
C20 -1.921 -2.058 -1.735  -0.091
S1 -1.957 -0.695 -0.662  -0.429
H13 0.127 -4.506 -3.013  0.222
H14 -1.964 -5.151 -4.188  0.219
H15 -4.023 -3.812 -3.798  0.227

=====

--- B ---
Below is a molecular structure, C20H15Cl2N3OPdS, with properties calculated with the ωB97M-V functional and the def2-TZVPD basis.

The calculation puts the LUMO energy at -1.12 eV.

Each line ends with the natural charge from an NBO analysis.
Positions of all 43 atoms, in Å:
Pd1 0.446 -0.218 0.072  0.870
C1 1.036 -0.772 -4.070  -0.674
C2 1.066 -0.795 -2.575  0.175
N1 0.116 -0.269 -1.859  -0.192
N2 -0.965 0.362 -2.288  -0.436
C3 -1.633 0.917 -1.281  0.594
O1 -1.247 0.886 -0.051  -0.653
C4 -2.881 1.640 -1.573  -0.072
C5 -3.306 1.894 -2.875  -0.184
C6 -4.474 2.604 -3.093  -0.222
C7 -5.229 3.062 -2.023  -0.186
C8 -4.812 2.808 -0.722  -0.217
C9 -3.644 2.102 -0.498  -0.179
C10 2.125 -1.400 -1.803  0.177
C11 3.214 -2.079 -2.355  -0.232
C12 4.190 -2.598 -1.535  -0.141
C13 4.068 -2.478 -0.153  -0.252
C14 2.965 -1.817 0.345  0.090
N3 2.043 -1.274 -0.443  -0.412
H1 0.159 -0.222 -4.398  0.261
H2 0.989 -1.787 -4.473  0.229
H3 1.932 -0.294 -4.468  0.229
H4 -2.716 1.536 -3.708  0.231
H5 -4.797 2.813 -4.105  0.214
H6 -6.143 3.613 -2.202  0.214
H7 -5.395 3.169 0.115  0.217
H8 -3.306 1.897 0.507  0.242
H9 3.269 -2.190 -3.430  0.231
H10 5.049 -3.103 -1.957  0.227
H11 4.798 -2.903 0.519  0.236
H12 2.794 -1.715 1.409  0.238
Cl1 1.431 1.203 1.965  0.011
C15 1.110 0.369 3.459  -0.116
C16 1.588 0.963 4.615  -0.216
C17 1.374 0.354 5.836  -0.235
C18 0.682 -0.845 5.890  -0.216
C19 0.207 -1.426 4.730  -0.100
Cl2 -0.653 -2.920 4.850  0.018
C20 0.401 -0.841 3.457  -0.101
S1 -0.227 -1.625 2.034  -0.335
H13 2.124 1.900 4.553  0.223
H14 1.746 0.813 6.741  0.218
H15 0.507 -1.333 6.840  0.226

=====

Stability summary: most stable B, least stable A.

=====

--- A ---
Below is CH4N4O in the gas phase, with properties calculated with the ωB97M-V functional and the def2-TZVPD basis.

The SMILES is CN1N=NON1. The calculation puts the LUMO energy at 0.86 eV.

Each line ends with the natural charge from an NBO analysis.
Positions of all 10 atoms, in Å:
C1 -0.933 0.655 -0.754  -0.426
N1 0.960 -0.874 -0.692  -0.004
N2 1.457 -1.669 0.157  0.058
N3 0.223 -0.120 1.332  -0.164
N4 0.119 -0.015 -0.138  -0.175
O1 0.883 -1.381 1.421  -0.265
H1 -0.638 1.177 -1.745  0.223
H2 -1.757 0.093 -1.137  0.202
H3 -1.323 1.578 -0.068  0.232
H4 1.008 0.556 1.625  0.320

=====

--- B ---
Below is 2 unconnected molecules or ions with the total composition CH4N4O, with properties calculated with the ωB97M-V functional and the def2-TZVPD basis.

The calculation puts the LUMO energy at 0.83 eV.

Each line ends with the natural charge from an NBO analysis.
Positions of all 10 atoms, in Å:
C1 0.801 0.714 0.953  0.415
N1 -2.687 -1.239 -1.002  -0.511
N2 -1.815 -1.576 -0.286  0.301
N3 0.942 0.308 -0.211  -0.733
N4 -0.936 -1.674 0.424  -0.130
O1 0.381 -0.081 1.920  -0.697
H1 1.232 1.688 1.420  0.136
H2 -3.133 -1.909 -1.648  0.395
H3 1.293 1.085 -0.716  0.341
H4 -0.027 -0.875 1.450  0.483

=====

--- C ---
Below is CH4N4O in the gas phase, with properties calculated with the ωB97M-V functional and the def2-TZVPD basis.

The SMILES is CN1N=NON1. The calculation puts the LUMO energy at 0.79 eV.

Each line ends with the natural charge from an NBO analysis.
Positions of all 10 atoms, in Å:
C1 1.297 0.227 0.176  -0.419
N1 -0.673 -0.811 1.102  -0.001
N2 -1.854 -0.835 0.808  0.088
N3 -0.826 -0.062 -1.102  -0.180
N4 0.086 -0.495 0.046  -0.148
O1 -2.068 -0.283 -0.502  -0.269
H1 1.075 1.322 0.132  0.168
H2 1.633 0.029 1.125  0.231
H3 1.996 0.004 -0.620  0.218
H4 -0.668 0.904 -1.166  0.311

=====

--- D ---
Below is CH4N4O in the gas phase, with properties calculated with the ωB97M-V functional and the def2-TZVPD basis.

The SMILES is [H]/N=C(/N)NN=O. The calculation puts the LUMO energy at 0.43 eV.

Each line ends with the natural charge from an NBO analysis.
Positions of all 10 atoms, in Å:
C1 -0.293 0.285 0.213  0.531
H1 -0.623 2.241 0.476  0.401
H2 0.848 1.848 -0.209  0.375
H3 -1.136 -1.114 1.159  0.380
H4 0.845 -0.038 -1.537  0.402
N1 -0.132 1.611 -0.137  -0.827
N2 -1.057 -0.084 1.126  -0.679
N3 0.536 -0.508 -0.702  -0.457
N4 0.744 -1.827 -0.669  0.251
O1 0.268 -2.413 0.280  -0.377

=====

Stability summary: most stable D, least stable A.